The following is a DFT calculation (ωB97M-V with the def2-TZVPD basis set) of a structure of composition C10H9N5 at a distorted geometry.

The geometry in XYZ format:
```
24
Properties=species:S:1:pos:R:3:lowdin_charge:R:1
C 4.03 -0.92 0.05 -0.0673
C 1.31 -0.71 0.00 -0.2324
C -0.95 -0.77 0.15 -0.2208
C -2.20 -1.54 0.10 -0.0184
C -3.41 -0.99 -0.08 -0.1178
C -3.67 0.35 -0.22 -0.0887
C -2.57 1.11 -0.11 -0.0277
C -1.28 0.57 0.17 -0.1357
C 0.05 2.60 0.12 -0.1155
C 1.07 0.75 -0.28 -0.2600
H 4.47 -0.48 -0.81 0.0146
H 4.39 -0.25 1.08 0.1325
H 4.20 -2.32 0.31 0.1698
H 2.59 -2.38 -0.50 0.1663
H -1.93 -2.51 0.11 0.0752
H -4.01 -1.87 0.06 0.1087
H -4.71 0.64 -0.43 0.1180
H -2.66 2.23 0.09 0.1295
H -0.65 3.42 0.48 0.1504
N 2.52 -1.28 -0.23 -0.0502
N 0.20 -1.46 0.12 0.1546
N -0.12 1.29 -0.05 0.0144
N 1.38 2.86 0.05 0.0426
N 1.96 1.64 -0.18 0.0580
```

Output
Energy above the lowest of the compared OMol25 structures with the same formula, charge and spin in kcal per mole: 77.76
HOMO-LUMO gap in eV: 8.35
Electronic energy in eV: -17961.2444